No. 1
Molecular formula: C4H4N2O
Method: DFT, wB97M-V/def2-TZVPD

Element x y z (Å)
C  1.04216  0.13800  0.07088
C  -1.56024  0.67087  0.20387
H  -2.60807  0.97707  0.25511
O  0.60654  1.41380  0.08815
H  3.02886  0.31765  -0.03900
H  1.06918  -1.67791  0.07858
N  2.23976  -0.29743  0.00804
H  -2.00336  -1.46595  0.23990
C  0.14466  -0.99959  0.12450
N  -0.77377  1.68361  0.15759
C  -1.18072  -0.75306  0.19252

Output
HOMO = -9.32 eV
electronic energy = -339.4523 Eh
energy above the lowest of the compared OMol25 structures with the same formula, charge and spin = 339.7 kJ/mol
SMILES = [H]/N=c1/cccno1
multiplicity = 1


No. 2
Molecular formula: C4H4N2O
Method: DFT, wB97M-V/def2-TZVPD

Element x y z (Å)
C  -1.77018  0.73202  -0.08526
N  1.04291  1.16955  0.01436
H  -2.04195  -1.36748  -0.68760
C  -0.11830  -0.65995  -0.07548
H  -1.92051  -1.01632  1.21948
C  -1.62534  -0.85765  0.01134
O  1.84646  0.01259  0.06536
H  -2.29956  1.25628  -0.88158
C  -0.16835  0.66766  0.05217
N  1.26607  -1.02554  -0.08012
H  -2.57952  0.72634  0.87046

Output
HOMO = -9.98 eV
electronic energy = -339.3128 Eh
energy above the lowest of the compared OMol25 structures with the same formula, charge and spin = 705.8 kJ/mol
SMILES = C1Cc2nonc21
multiplicity = 1


No. 3
Molecular formula: C4H4N2O
Method: DFT, wB97M-V/def2-TZVPD

Element x y z (Å)
C  -1.10978  0.19146  -0.88939
C  0.81290  0.47485  0.85077
H  -0.15016  -1.62194  -0.59096
N  2.49215  -1.50911  0.75710
C  1.75369  -0.63169  0.80873
H  -1.42723  1.96178  -1.73569
H  -1.27033  -1.08295  0.75419
H  0.92809  1.08504  -0.10823
C  -0.70903  -0.82424  -0.12711
N  -1.66839  0.99663  -1.58311
O  0.34807  0.96016  1.86371

Output
HOMO = -9.62 eV
electronic energy = -339.4521 Eh
energy above the lowest of the compared OMol25 structures with the same formula, charge and spin = 340.2 kJ/mol
SMILES = N#CC=O.C=C=N
multiplicity = 1


No. 4
Molecular formula: C4H4N2O
Method: DFT, wB97M-V/def2-TZVPD

Element x y z (Å)
C  1.01917  0.70538  -0.72026
H  1.01030  -1.14938  -1.79144
H  -1.01643  -0.73205  1.75207
C  -0.53356  -1.10634  -0.26037
N  0.42677  1.56148  0.19085
N  -0.83649  -0.29504  0.86451
H  1.90844  1.09935  -1.20251
H  -0.97451  1.58956  1.71359
C  0.56026  -0.52967  -1.02457
O  -1.10809  -2.15457  -0.47016
C  -0.45586  1.01129  0.94829

Output
HOMO = -9.53 eV
electronic energy = -339.5751 Eh
energy above the lowest of the compared OMol25 structures with the same formula, charge and spin = 17.2 kJ/mol
SMILES = O=c1ccnc[nH]1
multiplicity = 1


No. 5
Molecular formula: C4H4N2O
Method: DFT, wB97M-V/def2-TZVPD

Element x y z (Å)
N  -2.15992  1.82421  1.12806
C  -1.83016  -0.58497  0.12176
H  -1.82545  -1.28554  0.96635
H  0.15440  1.02333  -0.07631
N  2.11103  -0.97082  1.35075
C  0.43576  0.02171  -0.42340
H  0.98272  0.12258  -1.36403
C  1.34900  -0.56649  0.58099
O  -0.70329  -0.74984  -0.71106
H  -2.70229  -0.79762  -0.50275
C  -2.00022  0.77494  0.66985

Output
HOMO = -11.69 eV
electronic energy = -339.5184 Eh
energy above the lowest of the compared OMol25 structures with the same formula, charge and spin = 166.2 kJ/mol
SMILES = N#CCOCC#N
multiplicity = 1


No. 6
Molecular formula: C4H4N2O
Method: DFT, wB97M-V/def2-TZVPD

Element x y z (Å)
H  0.10595  -1.76826  -1.64017
H  -0.98907  -1.74885  0.94334
C  -0.39307  -1.01923  0.31419
N  1.20163  0.77758  -0.67108
N  0.39713  0.28448  -1.48732
O  -1.29999  0.94199  -0.42018
C  -0.57603  0.64268  0.59919
C  -0.05372  -1.01500  -0.96484
H  -0.89278  0.90473  1.51385
H  1.59297  1.04980  1.27943
C  0.90698  0.95008  0.53359

Output
HOMO (spin up / spin down) = -8.86 / -8.86 eV
electronic energy = -339.3289 Eh
energy above the lowest of the compared OMol25 structures with the same formula, charge and spin = 663.7 kJ/mol
multiplicity = 1


No. 7
Molecular formula: C4H4N2O
Method: DFT, wB97M-V/def2-TZVPD

Element x y z (Å)
C  -0.59965  -1.35331  -0.09901
N  -0.91264  -0.05685  0.56312
H  -0.21930  -2.07352  0.63449
C  0.40705  2.01546  0.55529
C  0.79858  0.10299  -1.00425
H  1.57606  0.53904  -1.62715
H  -0.78902  -0.16108  1.56254
C  0.09073  0.83798  0.04780
O  0.71445  3.03124  1.05302
N  0.42557  -1.11217  -1.10632
H  -1.49183  -1.76978  -0.57953

Output
HOMO = -8.07 eV
electronic energy = -339.5097 Eh
energy above the lowest of the compared OMol25 structures with the same formula, charge and spin = 188.8 kJ/mol
SMILES = O=C=C1C=NCN1
multiplicity = 1


No. 8
Molecular formula: C4H4N2O2
Method: DFT, wB97M-V/def2-TZVPD

Element x y z (Å)
H  1.35649  -1.58657  1.54250
N  0.51414  -0.56154  -0.82288
C  -0.03877  -0.00552  1.51385
C  0.74546  -0.88476  2.11758
C  -0.82051  0.96729  -1.80275
N  -0.12771  0.11019  0.09532
H  0.45242  -0.59180  -2.91579
C  0.13503  -0.13195  -1.97294
H  0.76019  -0.88463  3.19692
O  -0.91427  1.08376  -0.38242
H  -0.64987  0.77306  1.95997
O  -1.41262  1.71247  -2.52937

Output
HOMO = -8.75 eV
electronic energy = -414.7174 Eh
energy above the lowest of the compared OMol25 structures with the same formula, charge and spin = 338.1 kJ/mol
SMILES = C=Cn1ncc(=O)o1
multiplicity = 1


No. 9
Molecular formula: C4H4N2O2
Method: DFT, wB97M-V/def2-TZVPD

Element x y z (Å)
O  1.53536  1.76663  0.56546
C  0.35850  0.51959  -1.01338
C  -0.75549  -1.67038  0.72553
H  -0.46802  1.14260  -1.30216
H  0.47956  -0.52079  -1.45681
O  1.81329  -0.37119  0.35251
N  1.19954  0.87000  -0.13244
C  -2.20989  0.42510  0.18461
C  -1.34825  -0.64533  0.45629
H  -0.39157  -2.62756  1.01972
H  2.74426  -0.17124  0.51499
N  -2.95728  1.28257  0.08569

Output
HOMO = -9.45 eV
electronic energy = -414.5631 Eh
energy above the lowest of the compared OMol25 structures with the same formula, charge and spin = 743.3 kJ/mol
SMILES = C=[N+]([O-])O.C#CC#N
multiplicity = 1


No. 10
Molecular formula: C4H4N2O2
Method: DFT, wB97M-V/def2-TZVPD

Element x y z (Å)
O  1.15104  0.98353  0.02670
O  -2.12541  0.29589  0.02203
C  -0.13974  -0.72923  0.16118
C  -0.85351  0.55636  0.13358
H  -1.87607  -1.81594  -1.13480
N  -0.15543  1.55427  -0.10347
C  1.16330  -0.32164  0.09138
N  2.31115  -0.88068  -0.19134
H  -2.22694  -1.73425  0.69016
H  2.77728  -1.34231  1.15840
C  -1.67412  -1.21650  -0.12788
H  3.05503  0.20805  -0.58946

Output
HOMO = -8.96 eV
electronic energy = -414.5027 Eh
energy above the lowest of the compared OMol25 structures with the same formula, charge and spin = 901.9 kJ/mol
multiplicity = 1


No. 11
Molecular formula: C4H4N2O2
Method: DFT, wB97M-V/def2-TZVPD

Element x y z (Å)
C  0.54701  1.31999  -0.17036
H  0.47732  2.42871  -0.01643
N  -2.32206  -0.78415  -0.00691
C  -0.06194  -0.94090  -0.24124
N  0.92822  -1.70433  0.07556
O  1.92181  -0.57836  0.07684
H  -2.51018  1.24028  0.22434
O  -1.26004  -1.63460  -0.12895
C  -0.40757  0.35917  -0.13899
H  2.94312  -0.95364  0.19256
C  -1.84077  0.38929  0.22317
H  1.58507  0.85855  -0.08959

Output
HOMO = -9.06 eV
electronic energy = -414.5828 Eh
energy above the lowest of the compared OMol25 structures with the same formula, charge and spin = 691.4 kJ/mol
SMILES = C=C1C=NO/C1=N/O
multiplicity = 1


No. 12
Molecular formula: C4H4N2O2
Method: DFT, wB97M-V/def2-TZVPD

Element x y z (Å)
N  1.80048  0.17163  -0.59622
H  -1.73254  -1.24989  1.12839
N  3.16904  0.00134  -0.16149
C  -0.67462  0.12605  -0.04477
O  3.70586  1.05623  -0.00212
H  -2.16090  1.30535  0.96406
H  -2.13918  -1.53720  -0.58886
H  -2.15515  1.25808  -0.79084
O  3.53036  -1.13924  -0.00247
C  -1.89081  -0.81769  0.16219
C  0.60020  0.12112  -0.17878
C  -2.05275  0.70421  0.11091

Output
HOMO = -9.19 eV
electronic energy = -414.5479 Eh
energy above the lowest of the compared OMol25 structures with the same formula, charge and spin = 783.1 kJ/mol
SMILES = O=[N+]([O-])N=C=C1CC1
multiplicity = 1


No. 13
Molecular formula: C4H4N2O2
Method: DFT, wB97M-V/def2-TZVPD

Element x y z (Å)
O  -1.12227  -1.20264  -1.77977
H  0.61951  2.38182  1.44225
H  0.26720  2.33786  -1.01143
N  -0.02091  -0.83103  1.54777
C  1.16218  1.62583  0.87792
O  -0.65267  -1.45254  0.45120
C  -0.58779  -0.66517  -0.68941
H  2.24857  1.62396  1.07610
C  0.41522  0.26755  0.98767
H  -0.87602  -0.60045  -2.51186
C  0.04651  0.45601  -0.32473
N  0.83856  1.60144  -0.61565

Output
HOMO = -8.56 eV
electronic energy = -414.6685 Eh
energy above the lowest of the compared OMol25 structures with the same formula, charge and spin = 466.5 kJ/mol
multiplicity = 1


No. 14
Molecular formula: C4H4N2O2
Method: DFT, wB97M-V/def2-TZVPD

Element x y z (Å)
C  -0.27301  -0.09033  -0.27440
C  0.65327  0.89336  -0.33794
N  -2.87532  0.00436  -0.58387
H  2.80354  0.44910  0.13958
C  1.48644  -1.16236  -0.02939
H  -4.06015  -1.08246  0.70124
H  2.09834  -2.07923  0.26896
O  0.33819  2.19270  -0.31507
H  0.96057  2.54426  0.30934
O  0.19684  -1.30435  -0.27294
C  1.84980  0.13627  -0.04952
N  -3.17851  -0.50133  0.44400

Output
HOMO (spin up / spin down) = -8.09 / -8.41 eV
electronic energy = -414.5837 Eh
energy above the lowest of the compared OMol25 structures with the same formula, charge and spin = 689.1 kJ/mol
multiplicity = 1


No. 15
Molecular formula: C4H4N2O2
Method: DFT, wB97M-V/def2-TZVPD

Element x y z (Å)
H  -1.83528  -0.44973  -0.63998
H  -1.66640  2.54747  -1.41455
C  0.45605  -1.25044  0.43917
C  -1.09256  1.72020  -0.86839
N  0.73147  1.24695  0.40318
H  -0.15874  -2.83681  0.07417
O  1.44672  -1.85864  0.92406
H  0.47955  3.30551  -0.39677
O  -0.38732  -2.00530  -0.22930
C  -1.24665  0.38295  -0.58141
N  -0.03576  0.15287  0.33977
C  0.18910  2.23834  -0.38631

Output
HOMO = -9.86 eV
electronic energy = -414.7420 Eh
energy above the lowest of the compared OMol25 structures with the same formula, charge and spin = 273.5 kJ/mol
SMILES = O=C(O)n1cccn1
multiplicity = 1


No. 16
Molecular formula: C4H4N2O3
Method: DFT, wB97M-V/def2-TZVPD

Element x y z (Å)
H  0.91875  2.09479  -0.63814
H  -1.79064  2.08069  -0.17848
C  -1.63702  0.99014  -0.28807
O  1.43462  -1.14775  -0.49257
C  0.72057  1.12450  0.05472
O  3.07723  0.18212  0.36923
C  -0.42261  0.40434  -0.09412
H  0.93942  1.60624  1.19066
C  1.98071  0.07336  0.05792
N  -0.00807  -0.88173  -0.23929
H  -0.38122  -1.81719  0.50435
O  -2.47531  -0.93838  0.53783
N  -2.82459  0.26938  -0.12885

Output
HOMO = -9.50 eV
electronic energy = -489.7811 Eh
energy above the lowest of the compared OMol25 structures with the same formula, charge and spin = 795.0 kJ/mol
SMILES = O=N/C=C1/CC(=O)ON1
multiplicity = 1


No. 17
Molecular formula: C4H4N2O4
Method: DFT, wB97M-V/def2-TZVPD

Element x y z (Å)
H  -1.57605  0.99985  1.04512
C  -2.98567  -0.43771  0.46382
H  -3.35990  -1.28987  0.00827
C  -0.50580  -0.41874  -0.14358
H  -3.78989  0.23487  0.70643
O  -0.18578  -0.81594  -1.22508
C  2.26567  1.55666  -0.49797
O  0.55316  -0.39754  0.81785
C  -1.75728  0.12567  0.46768
N  1.72309  -0.96101  0.73686
O  1.39882  2.20832  -0.13120
O  1.84605  -1.93602  0.08887
N  3.17247  0.78964  -0.71962
H  3.20108  0.34182  -1.61744

Output
HOMO = -9.79 eV
electronic energy = -565.1481 Eh
energy above the lowest of the compared OMol25 structures with the same formula, charge and spin = 87.8 kJ/mol
SMILES = C=CC(=O)ON=O.N=C=O
multiplicity = 1


No. 18
Molecular formula: C4H4N2O4
Method: DFT, wB97M-V/def2-TZVPD

Element x y z (Å)
C  0.99268  -0.69626  0.69680
H  0.84116  2.00941  -2.36067
O  -0.93601  -0.98427  2.09057
O  2.19168  -0.97621  0.68263
H  -1.13033  -0.40799  3.04436
N  0.40720  -1.16779  1.79998
H  0.59012  -2.04234  2.27556
O  -1.69977  1.22879  -2.74847
C  -0.94380  0.97129  -1.83084
C  0.45706  0.07343  -0.26330
H  -1.75586  0.19316  0.40193
O  1.35307  0.51372  -1.11244
C  -0.89030  0.20525  -0.49847
N  0.52310  1.07983  -2.17765

Output
HOMO = -9.96 eV
electronic energy = -565.0957 Eh
energy above the lowest of the compared OMol25 structures with the same formula, charge and spin = 225.4 kJ/mol
SMILES = O=C(NO)c1cc(=O)[nH]o1
multiplicity = 1


No. 19
Molecular formula: C4H4N2S
Method: DFT, wB97M-V/def2-TZVPD

Element x y z (Å)
N  -1.94073  1.48437  -2.78362
C  2.16514  0.04485  -0.07959
H  4.01809  1.01031  0.51761
C  -1.52692  1.37486  -1.73562
S  -0.45338  2.62105  0.23539
C  -1.05054  1.25757  -0.39029
H  0.06159  -0.06432  0.85658
C  -0.98571  -0.03980  0.35579
H  -1.23092  -0.79940  -0.28332
N  3.18304  0.46390  0.27710
H  -1.71454  0.14264  1.07673

Output
HOMO = -9.27 eV
electronic energy = -662.4148 Eh
energy above the lowest of the compared OMol25 structures with the same formula, charge and spin = 291.0 kJ/mol
multiplicity = 1


No. 20
Molecular formula: C4H4N2S2
Method: DFT, wB97M-V/def2-TZVPD

Element x y z (Å)
S  1.33007  0.94606  1.11930
C  0.44399  0.76627  -1.42934
S  -1.97332  -0.00805  -1.21268
C  0.72849  -1.47283  2.50718
H  -1.32371  0.43759  1.19161
H  -0.77645  0.49446  -3.26836
N  -0.33477  -1.66554  2.20584
H  1.44607  0.82360  -1.85197
C  -0.60189  0.36394  -2.21042
H  1.81363  -1.45274  2.83427
N  0.24078  0.55571  -0.07541
C  -0.99290  0.21153  0.18999

Output
HOMO (spin up / spin down) = -7.75 / -7.75 eV
electronic energy = -1060.6192 Eh
energy above the lowest of the compared OMol25 structures with the same formula, charge and spin = 252.7 kJ/mol
multiplicity = 1